Record 1
Molecular formula: C5H7N3O3
Method: DFT, ωB97M-V/def2-TZVPD

Relative energy (zero: lowest compared OMol25 entry of this formula, charge and spin): 114.5 kcal per mole
SMILES: Cc1[nH]n(C)c(=O)c1[N+](=O)[O-]

Geometry (Å):
C1 1.26418 -0.14168 0.04396
C2 0.16138 -0.92407 0.04911
C3 0.49791 1.57164 0.03686
C4 0.07903 -2.40742 -0.00892
C5 -1.92460 2.04704 0.01530
N1 -0.98789 -0.19823 0.15212
N2 -0.77588 1.17926 0.09045
N3 2.60808 -0.46810 -0.02471
O1 1.02701 2.63132 0.01540
O2 2.89474 -1.65045 0.13787
O3 3.41750 0.40736 -0.26149
H1 -0.85391 -2.74747 -0.45100
H2 0.16396 -2.82096 0.99585
H3 0.92528 -2.78729 -0.57809
H4 -2.41011 1.96654 -0.96315
H5 -2.64073 1.80359 0.80372
H6 -1.57098 3.06879 0.14471
H7 -1.87499 -0.52986 -0.19801

Löwdin population analysis, charges in e, atoms 1 to 4: C 0.04; C -0.26; C -0.31; C -0.01

Record 2
Molecular formula: C27H51AsN3O6S2ScSi4
Method: DFT, ωB97M-V/def2-TZVPD

Calculated total energy: -180309.9142 eV
Total charge: -2

Geometry (Å):
Sc1 0.42999 0.11625 0.67161
C1 -3.35702 0.55140 1.07872
C2 -3.16891 -0.78071 0.35060
N1 -2.04630 -0.75952 -0.57555
C3 -2.31260 -0.21416 -1.89190
C4 -2.47039 1.31211 -1.92589
S1 -1.11377 2.15406 -1.04772
C5 -1.97996 3.09395 0.24076
C6 -1.93139 2.47880 1.64077
N2 -2.10264 1.03253 1.63317
H1 -4.13384 0.41838 1.84586
H2 -3.74187 1.30106 0.38976
H3 -4.11538 -1.04363 -0.15352
H4 -2.96332 -1.54859 1.09305
H5 -1.64240 -1.68447 -0.66348
H6 -3.21589 -0.66059 -2.34553
H7 -1.45968 -0.47738 -2.51720
H8 -3.42979 1.63696 -1.52469
H9 -2.44209 1.63454 -2.96858
H10 -3.00187 3.27124 -0.10139
H11 -1.48710 4.06604 0.28388
H12 -2.69217 2.99215 2.25640
H13 -0.94835 2.67528 2.06860
H14 -1.96341 0.68153 2.57048
O1 0.96698 -4.03434 0.77711
As1 2.13046 -2.93065 1.52409
O2 3.62725 -3.55930 1.40238
O3 1.82841 -1.41062 0.92588
C7 1.61660 -3.04932 3.40920
C8 2.49408 -3.77345 4.20770
C9 2.21459 -4.00048 5.54768
C10 1.04244 -3.50942 6.10502
C11 0.16046 -2.77967 5.32247
C12 0.45106 -2.54908 3.98523
S2 -0.66168 -1.51512 3.06142
O4 0.04135 -0.23503 2.90304
O5 -1.88034 -1.40761 3.83845
O6 -0.84855 -2.13898 1.74563
H15 0.10306 -3.61560 0.93526
H16 3.39869 -4.15160 3.74564
H17 2.91271 -4.56429 6.15484
H18 0.81437 -3.68805 7.14895
H19 -0.75721 -2.37771 5.72910
C13 2.03584 -2.68024 -4.84092
Si1 1.63027 -2.41847 -2.99318
C14 -0.05518 -3.27708 -2.76954
C15 2.92126 -3.51311 -2.14365
Si2 1.46779 -0.22440 -2.14916
Si3 1.06761 0.93217 -4.17292
C16 2.39754 0.82628 -5.53669
C17 -0.48261 0.30443 -5.10369
C18 0.80093 2.81267 -4.03646
Si4 3.71705 0.37821 -1.81621
C19 4.35865 0.01652 -0.08280
C20 3.91498 2.25376 -2.02152
C21 4.98624 -0.42391 -2.99266
H20 2.03837 -3.75214 -5.06720
H21 3.03132 -2.29114 -5.06567
H22 1.32029 -2.19450 -5.50937
H23 -0.05379 -4.29183 -3.17985
H24 -0.85278 -2.71107 -3.26180
H25 -0.28468 -3.35282 -1.70456
H26 2.58493 -4.55386 -2.12409
H27 3.14432 -3.22706 -1.11891
H28 3.86037 -3.48014 -2.70583
H29 2.63736 -0.20007 -5.81746
H30 3.31591 1.31533 -5.20880
H31 2.03974 1.35208 -6.43002
H32 -0.39106 -0.75727 -5.34896
H33 -0.59652 0.85692 -6.04253
H34 -1.40174 0.43205 -4.53373
H35 1.75831 3.33194 -4.11003
H36 0.32921 3.10982 -3.10228
H37 0.17114 3.15890 -4.86356
H38 3.75685 0.55114 0.65362
H39 5.39526 0.36303 -0.00142
H40 4.32502 -1.04560 0.16327
H41 3.16033 2.76531 -1.41917
H42 3.81348 2.57357 -3.06111
H43 4.89915 2.57252 -1.66298
H44 5.01562 -1.50546 -2.82790
H45 5.98917 -0.03004 -2.79377
H46 4.75182 -0.24840 -4.04065
N3 1.10607 1.84752 0.97884
C22 1.76908 2.81981 1.60593
C23 2.27333 2.68435 2.93819
C24 2.92603 3.71417 3.58627
C25 3.13285 4.95153 2.97417
C26 2.65524 5.11865 1.67551
C27 1.99630 4.10085 1.01152
H47 2.12530 1.72658 3.42699
H48 3.29238 3.55172 4.59672
H49 3.65197 5.75204 3.48800
H50 2.80656 6.06819 1.16814
H51 1.63824 4.24637 -0.00312

Löwdin population analysis, charges in e, atoms 1 to 4: Sc 0.65; C -0.20; C -0.20; N -0.10

Record 3
Molecular formula: C4H6N2O
Method: DFT, ωB97M-V/def2-TZVPD

Relative energy (zero: lowest compared OMol25 entry of this formula, charge and spin): 53.3 kcal per mole
SMILES: [H]/N=C1\C=CNC1=O.[H][H]

Geometry (Å):
N1 -1.78404 0.81564 1.02777
C1 -0.59579 0.61668 0.62183
C2 -0.24800 -0.81184 0.20961
O1 -0.91385 -1.78839 0.34965
N2 1.05312 -0.73005 -0.27747
C3 1.57502 0.53591 -0.02019
C4 0.65782 1.38015 0.49329
H1 -1.55336 -1.36217 -1.97801
H2 -1.91885 1.74862 1.41542
H3 -1.29630 -2.01082 -1.75605
H4 1.56147 -1.52578 -0.62923
H5 2.62582 0.71844 -0.21363
H6 0.83694 2.41360 0.75700

Löwdin population analysis, charges in e, atoms 1 to 4: N 0.19; C -0.29; C -0.48; O 0.06

Record 4
Molecular formula: C3H6N4S
Method: DFT, ωB97M-V/def2-TZVPD

Relative energy (zero: lowest compared OMol25 entry of this formula, charge and spin): 57.3 kcal per mole
SMILES: CN/N=C(\C#N)NS

Geometry (Å):
C1 -2.22008 0.52142 1.32049
C2 0.66792 -0.33367 -0.50539
C3 1.72627 -0.32669 0.49985
H1 -2.15607 1.61086 1.13376
H2 -2.50775 0.37891 2.35354
H3 -2.96402 0.07701 0.63969
H4 -0.22236 0.12384 1.76689
H5 0.24936 -0.70691 -2.41455
H6 3.18717 -0.52719 -2.69515
N1 -0.96504 -0.16198 1.09589
N2 -0.55928 -0.18879 -0.19446
N3 1.04333 -0.58579 -1.82887
N4 2.48015 -0.28571 1.37010
S1 2.24040 0.40470 -2.54178

Löwdin population analysis, charges in e, atoms 1 to 4: C -0.11; C -0.46; C -0.18; H 0.08

Record 5
Molecular formula: C3H10SSi
Method: DFT, ωB97M-V/def2-TZVPD

Relative energy (zero: lowest compared OMol25 entry of this formula, charge and spin): 41.1 kcal per mole

Geometry (Å):
C1 2.02463 -1.42524 -0.04497
C2 -2.04027 1.47721 0.11287
C3 1.05238 -0.28260 0.58344
Si1 -1.35306 -0.29241 -0.05147
S1 1.53818 1.22352 -0.11219
H1 1.54368 -1.65667 -1.00507
H2 3.08409 -1.28425 -0.26495
H3 1.87143 -2.32445 0.51593
H4 -1.47875 2.15791 -0.51915
H5 -3.06402 1.51953 -0.19660
H6 -1.83771 1.69939 1.14928
H7 1.08899 -0.32451 1.62413
H8 -2.08594 -1.01929 1.05382
H9 -1.56995 -0.59145 -1.51417
H10 1.22632 1.12331 -1.33090

Löwdin population analysis, charges in e, atoms 1 to 4: C -0.20; C -0.32; C -0.71; Si 0.71

Record 6
Molecular formula: C4H9B
Method: DFT, ωB97M-V/def2-TZVPD

Relative energy (zero: lowest compared OMol25 entry of this formula, charge and spin): 66.1 kcal per mole

Geometry (Å):
B1 -0.43620 0.35522 -0.33058
C1 -0.95839 -0.09525 -1.75388
C2 -0.17476 -1.35166 -1.84152
C3 0.36476 1.02109 2.07494
C4 0.54954 0.12531 0.83957
H1 -2.03452 -0.26453 -1.79107
H2 -0.71616 0.61786 -2.54176
H3 0.86933 -1.31935 -2.09117
H4 -0.52933 -2.22475 -1.32468
H5 -0.55771 0.76575 2.59295
H6 1.19292 0.89663 2.77138
H7 0.31141 2.06950 1.78920
H8 1.54913 0.31947 0.42676
H9 0.56998 -0.91528 1.17986

Löwdin population analysis, charges in e, atoms 1 to 4: B 0.10; C -0.31; C -0.06; C -0.14

Record 7
Molecular formula: C3H11N3O3P
Method: DFT, ωB97M-V/def2-TZVPD

Relative energy (zero: lowest compared OMol25 entry of this formula, charge and spin): 0.0 kcal per mole
SMILES: C[N+](C)=C(N)N=P(O)(O)O
Total charge: +1

Geometry (Å):
C1 0.48678 -0.90755 -0.10126
C2 2.63591 0.13950 0.27273
C3 0.68350 1.52717 -0.24462
N1 -0.82850 -0.99694 -0.18419
N2 1.11857 -2.09483 -0.07191
N3 1.21546 0.20362 -0.02201
O1 -3.32291 -0.91698 0.28511
O2 -2.51819 0.87484 -1.18113
O3 -1.90474 0.99227 1.22444
P1 -2.05750 -0.01932 0.03237
H1 3.22125 -0.10120 -0.61845
H2 2.95675 1.11125 0.63999
H3 2.83395 -0.59551 1.05211
H4 0.50678 2.04401 0.70128
H5 1.40271 2.09879 -0.83173
H6 -0.24696 1.48200 -0.80541
H7 0.54801 -2.91686 -0.17254
H8 2.09986 -2.17593 -0.27168
H9 -3.17655 -1.72573 0.77716
H10 -2.99148 0.42099 -1.88043
H11 -2.66268 1.55640 1.40017

Löwdin population analysis, charges in e, atoms 1 to 4: C -0.45; C -0.02; C -0.03; N 0.01

Record 8
Molecular formula: C6H9N
Method: DFT, ωB97M-V/def2-TZVPD

Relative energy (zero: lowest compared OMol25 entry of this formula, charge and spin): 91.6 kcal per mole

Geometry (Å):
C1 -1.43066 -0.04200 -1.59718
C2 -0.46145 -0.20620 -0.45363
C3 0.61720 0.70033 0.09988
C4 1.78141 -0.22969 0.50149
C5 0.39265 1.33756 1.52987
C6 1.20215 -1.45663 0.46658
N1 -0.10010 -1.41505 -0.13137
H1 -2.39272 -0.54560 -1.44288
H2 -1.61518 0.99819 -1.86867
H3 -0.97900 -0.52420 -2.47740
H4 0.79044 1.51908 -0.61965
H5 0.66687 0.64771 2.34189
H6 -0.60951 1.73935 1.70017
H7 1.11184 2.15802 1.61162
H8 1.57138 -2.43247 0.75733
H9 -0.62327 -2.23406 -0.42281

Löwdin population analysis, charges in e, atoms 1 to 4: C -0.01; C -0.23; C -0.33; C -0.08